1.
{
  "formula": "C53H52F9NO4S",
  "method": "the ωB97M-V functional and the def2-TZVPD basis",
  "gap_ha": 0.298,
  "spin_multiplicity": 1,
  "elements": ["C", "C", "O", "C", "C", "O", "C", "N", "S", "O", "O", "F", "H", "H", "H", "H", "H", "H", "H", "H", "H", "H", "H", "H", "F", "C", "C", "C", "C", "C", "C", "H", "H", "H", "H", "H", "F", "C", "C", "C", "C", "C", "C", "H", "H", "H", "H", "H", "F", "C", "C", "C", "C", "C", "C", "H", "H", "H", "H", "H", "F", "C", "C", "C", "C", "C", "C", "H", "H", "H", "H", "H", "F", "C", "C", "C", "C", "C", "C", "H", "H", "H", "H", "H", "F", "C", "C", "C", "C", "C", "C", "H", "H", "H", "H", "H", "F", "C", "C", "C", "C", "C", "C", "H", "H", "H", "H", "H", "F", "C", "C", "C", "C", "C", "C", "H", "H", "H", "H", "H"],
  "xyz": [[0.9993, -0.3624, 2.7874], [0.5329, -1.9287, 2.4860], [-0.6283, -2.0469, 1.6049], [-0.4152, -2.9397, 0.4641], [-0.6364, -2.0286, -0.9018], [0.5497, -1.9179, -1.7580], [1.6771, -1.2428, -1.0821], [2.2438, -0.1451, -1.9542], [1.6564, 1.4414, -1.5665], [2.8026, 2.5202, -1.4472], [0.8204, 1.5659, -0.2757], [0.6286, 1.9645, -2.8658], [1.8149, -0.0389, 1.9841], [0.0927, 0.4030, 2.7380], [1.5336, -0.2821, 3.8423], [1.4917, -2.5087, 2.1599], [0.2166, -2.3605, 3.5512], [0.6129, -3.4932, 0.4313], [-1.2533, -3.7868, 0.4856], [-1.1546, -0.9983, -0.6386], [-1.4510, -2.6232, -1.5398], [2.5369, -2.0695, -1.0121], [1.4605, -0.9336, 0.0289], [1.9642, -0.3744, -2.9514], [-0.8938, 7.9692, -1.0431], [-0.4471, 6.8220, -0.5151], [0.3752, 5.9947, -1.2722], [0.8447, 4.8026, -0.7210], [0.4775, 4.4454, 0.5788], [-0.3524, 5.2800, 1.3289], [-0.8126, 6.4773, 0.7814], [0.6431, 6.2845, -2.2830], [1.4944, 4.1526, -1.3019], [0.8403, 3.5133, 1.0067], [-0.6402, 4.9980, 2.3388], [-1.4511, 7.1421, 1.3536], [7.6476, -2.4324, -2.2822], [7.2729, -1.1498, -2.3786], [5.9312, -0.8160, -2.2301], [5.5413, 0.5198, -2.3252], [6.4970, 1.5067, -2.5790], [7.8406, 1.1610, -2.7316], [8.2316, -0.1735, -2.6253], [5.2018, -1.5970, -2.0417], [4.4959, 0.7921, -2.2029], [6.1918, 2.5480, -2.6576], [8.5820, 1.9304, -2.9332], [9.2729, -0.4588, -2.7323], [5.3046, 10.4789, 1.9295], [4.1035, 10.3179, 1.3585], [3.8300, 9.1480, 0.6584], [2.5777, 8.9778, 0.0681], [1.6158, 9.9853, 0.1752], [1.9018, 11.1582, 0.8757], [3.1501, 11.3232, 1.4753], [4.5924, 8.3800, 0.5787], [2.3513, 8.0635, -0.4748], [0.6408, 9.8540, -0.2892], [1.1529, 11.9426, 0.9542], [3.3860, 12.2246, 2.0311], [1.8602, -5.0828, -3.2932], [2.8907, -4.7519, -4.0826], [4.1905, -4.9567, -3.6329], [5.2637, -4.6171, -4.4566], [5.0249, -4.0657, -5.7178], [3.7167, -3.8593, -6.1582], [2.6438, -4.2094, -5.3388], [4.3567, -5.3783, -2.6469], [6.2836, -4.7805, -4.1174], [5.8623, -3.7969, -6.3582], [3.5333, -3.4263, -7.1386], [1.6205, -4.0641, -5.6688], [-1.5651, -1.0259, 4.5460], [-1.7576, -1.6390, 5.7214], [-2.4345, -2.8532, 5.7570], [-2.6306, -3.4945, 6.9801], [-2.1566, -2.9084, 8.1563], [-1.4828, -1.6870, 8.1108], [-1.2771, -1.0515, 6.8865], [-2.8028, -3.2892, 4.8341], [-3.1518, -4.4479, 7.0177], [-2.3137, -3.4067, 9.1105], [-1.1184, -1.2307, 9.0280], [-0.7476, -0.1062, 6.8318], [-5.3026, -3.7354, 7.2698], [-6.0537, -2.8203, 6.6428], [-5.8580, -1.4709, 6.9160], [-6.6362, -0.5175, 6.2596], [-7.6100, -0.9251, 5.3445], [-7.8023, -2.2821, 5.0809], [-7.0163, -3.2346, 5.7291], [-5.1026, -1.1735, 7.6360], [-6.4857, 0.5403, 6.4603], [-8.2198, -0.1813, 4.8361], [-8.5636, -2.5972, 4.3713], [-7.1463, -4.2931, 5.5294], [-4.4805, -2.0452, -1.6831], [-4.5595, -0.7842, -1.2377], [-4.5683, 0.2646, -2.1508], [-4.6557, 1.5775, -1.6878], [-4.7225, 1.8276, -0.3149], [-4.7080, 0.7683, 0.5938], [-4.6318, -0.5447, 0.1300], [-4.5072, 0.0515, -3.2130], [-4.6711, 2.4040, -2.3938], [-4.7862, 2.8519, 0.0459], [-4.7559, 0.9657, 1.6620], [-4.6284, -1.3804, 0.8220], [-3.8744, -5.1958, -7.5679], [-2.8545, -5.5335, -6.7677], [-2.1890, -4.5438, -6.0527], [-1.1303, -4.8957, -5.2155], [-0.7415, -6.2335, -5.1109], [-1.4125, -7.2189, -5.8366], [-2.4782, -6.8682, -6.6650], [-2.4997, -3.5090, -6.1529], [-0.6086, -4.1304, -4.6462], [0.0871, -6.5069, -4.4613], [-1.1055, -8.2590, -5.7568], [-3.0166, -7.6224, -7.2293]],
  "lowdin_charge": [-0.10, -0.26, -0.21, -0.16, -0.14, -0.19, -0.21, -0.10, 0.89, -0.35, -0.33, -0.24, 0.06, 0.10, 0.09, 0.12, 0.12, 0.13, 0.14, 0.15, 0.14, 0.16, 0.12, 0.14, 0.05, -0.31, -0.02, -0.08, -0.09, -0.08, -0.02, 0.12, 0.06, 0.09, 0.10, 0.11, 0.06, -0.29, -0.02, -0.08, -0.09, -0.08, -0.02, 0.10, 0.05, 0.10, 0.11, 0.11, 0.06, -0.29, -0.01, -0.07, -0.09, -0.08, -0.02, 0.12, 0.10, 0.09, 0.10, 0.11, 0.05, -0.29, -0.02, -0.08, -0.09, -0.08, -0.02, 0.12, 0.11, 0.10, 0.11, 0.10, 0.05, -0.29, -0.01, -0.10, -0.09, -0.08, -0.02, 0.12, 0.10, 0.10, 0.10, 0.11, 0.05, -0.29, -0.01, -0.08, -0.10, -0.08, -0.02, 0.12, 0.11, 0.10, 0.10, 0.12, 0.05, -0.30, -0.02, -0.08, -0.09, -0.08, -0.02, 0.11, 0.11, 0.10, 0.11, 0.12, 0.06, -0.29, -0.02, -0.09, -0.10, -0.08, -0.02, 0.12, 0.10, 0.09, 0.11, 0.12]
}

=====

2.
{
  "formula": "C53H52O9",
  "method": "the ωB97M-V functional and the def2-TZVPD basis",
  "gap_ha": 0.232,
  "spin_multiplicity": 1,
  "elements": ["C", "O", "C", "C", "C", "C", "C", "C", "C", "C", "C", "C", "C", "C", "C", "C", "C", "C", "C", "C", "C", "C", "C", "C", "C", "C", "C", "C", "C", "C", "C", "C", "O", "C", "C", "C", "C", "O", "H", "H", "H", "H", "H", "H", "H", "H", "H", "H", "H", "H", "H", "H", "H", "H", "H", "H", "H", "H", "H", "H", "H", "H", "H", "H", "H", "H", "H", "H", "H", "H", "H", "H", "H", "H", "H", "H", "H", "H", "C", "C", "C", "O", "C", "C", "C", "O", "H", "H", "H", "H", "C", "C", "C", "O", "C", "C", "C", "O", "H", "H", "H", "H", "C", "C", "C", "O", "C", "C", "C", "O", "H", "H", "H", "H"],
  "xyz": [[0.3854, -3.5602, 4.2429], [-0.7771, -4.4319, 4.0132], [-2.0514, -3.7002, 4.0846], [-3.0102, -4.3231, 2.8668], [-3.3546, -3.0913, 1.8083], [-3.7720, -3.7523, 0.3483], [-2.5013, -4.3403, -0.5090], [-1.1720, -3.3755, -0.5220], [-0.0319, -3.8227, 0.5680], [1.4299, -4.2041, -0.1496], [2.5460, -2.9766, 0.0629], [1.8994, -1.6251, -0.6388], [1.4715, -1.7256, -2.2186], [0.7579, -0.4855, -3.0844], [0.3788, -0.8231, -4.6385], [0.5672, 0.1463, -5.9435], [0.1315, -0.3842, -7.4661], [-0.4634, -1.9140, -7.7569], [-0.6245, -2.8847, -6.4431], [-0.2327, -2.3501, -4.9379], [0.4788, 0.9095, -2.2740], [-0.2559, 2.1730, -3.0126], [-1.8565, 2.1157, -2.5304], [-2.4126, 2.9013, -1.1745], [-4.0043, 2.8016, -0.6739], [-5.1346, 1.9053, -1.5145], [-6.6560, 1.8371, -0.9079], [-4.6025, 1.1527, -2.8772], [-3.0115, 1.2598, -3.3723], [0.9415, 1.0503, -0.6727], [1.6498, -0.2137, 0.1633], [2.0267, 0.0017, 1.7574], [3.0537, -0.5583, 2.4009], [1.0180, 1.0450, 2.5893], [0.3866, 2.1988, 1.8313], [-0.6242, 3.2412, 2.6558], [0.7403, 2.4368, 0.2146], [0.8787, 3.6801, -0.2510], [1.0976, -3.6964, 3.2959], [0.1388, -2.4223, 4.3618], [1.0359, -3.9014, 5.1804], [-2.5767, -3.9139, 5.1348], [-1.9803, -2.5526, 3.8673], [-2.4736, -5.2210, 2.3276], [-4.0420, -4.7237, 3.3128], [-2.5055, -2.2824, 1.7366], [-4.2966, -2.5379, 2.2661], [-4.4575, -4.6920, 0.6150], [-4.4170, -2.9496, -0.2210], [-2.2897, -5.4476, -0.1585], [-2.8670, -4.4180, -1.6406], [-0.7687, -3.3797, -1.6448], [-1.5158, -2.2793, -0.2874], [-0.4747, -4.7673, 1.1468], [0.0920, -2.9292, 1.3375], [1.2945, -4.5048, -1.2738], [1.8469, -5.1118, 0.5033], [3.5943, -3.2818, -0.4192], [2.6293, -2.8620, 1.2488], [1.6738, -2.7524, -2.7772], [0.9952, 1.2412, -5.7796], [0.2368, 0.3404, -8.4037], [-0.7487, -2.3235, -8.8177], [-1.0213, -3.9991, -6.5788], [-0.3591, -3.0808, -4.0315], [-0.2763, 2.1318, -4.1809], [0.2124, 3.2354, -2.7339], [-1.7168, 3.5571, -0.4832], [-4.3334, 3.3850, 0.3032], [-7.1946, 0.7943, -1.1156], [-6.5413, 1.8809, 0.2794], [-7.3384, 2.7600, -1.1844], [-5.3945, 0.5017, -3.4866], [-2.7001, 0.6977, -4.3690], [0.7685, 0.9366, 3.7323], [-0.6030, 4.3144, 2.1633], [-0.2275, 3.2647, 3.7751], [-1.7068, 2.7485, 2.6192], [-1.2269, 5.6505, -6.8249], [-0.7977, 6.9133, -6.9111], [0.4224, 7.3573, -6.2085], [0.8148, 8.5134, -6.2852], [1.1502, 6.3520, -5.4089], [0.7209, 5.0892, -5.3227], [-0.4991, 4.6452, -6.0252], [-0.8916, 3.4891, -5.9486], [-2.1202, 5.3086, -7.3333], [-1.3200, 7.6623, -7.4941], [2.0434, 6.6939, -4.9005], [1.2432, 4.3402, -4.7397], [2.3964, 6.0300, 2.2981], [3.6714, 6.3763, 2.5003], [4.0305, 7.4739, 3.4198], [5.1970, 7.7929, 3.6039], [2.9268, 8.1725, 4.1081], [1.6519, 7.8262, 3.9059], [1.2928, 6.7286, 2.9864], [0.1262, 6.4096, 2.8023], [2.1157, 5.2279, 1.6265], [4.4923, 5.8732, 2.0035], [3.2075, 8.9746, 4.7797], [0.8310, 8.3293, 4.4027], [4.1966, -7.5212, 5.9653], [4.6942, -7.5517, 7.2054], [4.9967, -6.3076, 7.9402], [5.4540, -6.3346, 9.0745], [4.7267, -5.0293, 7.2527], [4.2291, -4.9988, 6.0126], [3.9265, -6.2428, 5.2777], [3.4692, -6.2158, 4.1434], [3.9698, -8.4243, 5.4120], [4.8971, -8.4813, 7.7236], [4.9534, -4.1261, 7.8060], [4.0262, -4.0692, 5.4944]],
  "lowdin_charge": [-0.12, -0.26, -0.21, -0.17, -0.22, -0.22, -0.22, -0.21, -0.19, -0.19, -0.16, -0.08, 0.03, -0.06, -0.12, -0.02, -0.05, -0.07, -0.07, -0.02, -0.02, -0.15, -0.12, -0.02, -0.03, -0.20, -0.14, -0.04, -0.01, 0.04, 0.02, -0.21, -0.05, 0.04, -0.11, -0.08, -0.19, -0.06, 0.09, 0.09, 0.10, 0.13, 0.11, 0.11, 0.12, 0.10, 0.11, 0.12, 0.11, 0.11, 0.11, 0.09, 0.11, 0.11, 0.10, 0.10, 0.12, 0.13, 0.11, 0.10, 0.09, 0.08, 0.08, 0.09, 0.07, 0.06, 0.12, 0.07, 0.08, 0.09, 0.08, 0.08, 0.09, 0.09, 0.12, 0.07, 0.09, 0.10, 0.03, 0.02, -0.38, 0.10, 0.03, 0.02, -0.37, 0.08, 0.12, 0.12, 0.12, 0.11, 0.03, 0.03, -0.38, 0.10, 0.02, 0.02, -0.37, 0.08, 0.11, 0.12, 0.12, 0.12, 0.02, 0.02, -0.39, 0.10, 0.02, 0.02, -0.39, 0.09, 0.12, 0.12, 0.12, 0.12]
}

=====

| no. | HOMO energy (eV) |
| --- | --- |
| 1 | -8.90 |
| 2 | -8.07 |